{"formula": "C6H8", "method": "ωB97M-V/def2-TZVPD", "molar_mass_da": 80.13, "homo_ev": -9.355, "energy_ev": -6346.9326, "homo_lumo_gap_ev": 10.5, "largest_force_ha_per_bohr": 0.0072, "elements": ["C", "C", "C", "C", "C", "C", "H", "H", "H", "H", "H", "H", "H", "H"], "coordinates": [[-0.60300, 1.42115, 1.39257], [-1.42330, 0.65769, 0.72353], [-2.21377, -0.11831, 0.03165], [0.86315, -0.43996, -1.39296], [1.43528, -1.14840, -0.20042], [1.86718, 0.14532, -0.82879], [-0.88956, 1.89303, 2.32866], [-2.23716, -1.19152, 0.20516], [-2.86626, 0.28566, -0.73849], [0.09723, -0.45959, -2.15252], [2.03843, -2.05090, -0.33924], [0.88691, -1.12950, 0.74697], [0.40260, 1.59742, 1.01440], [2.55610, 0.97465, -0.77744]], "forces_ev_per_a": [[-0.11, -0.11, -0.11], [0.00, 0.01, 0.00], [0.09, 0.11, 0.10], [0.16, 0.19, -0.01], [0.02, -0.27, 0.25], [-0.16, 0.00, -0.18], [0.00, -0.10, -0.15], [0.02, 0.16, 0.01], [0.10, -0.02, 0.13], [0.16, 0.01, 0.12], [-0.10, 0.18, -0.01], [0.09, 0.01, -0.17], [-0.15, -0.03, 0.04], [-0.11, -0.14, -0.03]], "lowdin_charge": [0.00, -0.20, -0.01, -0.08, -0.17, -0.08, 0.06, 0.06, 0.06, 0.09, 0.07, 0.06, 0.05, 0.09]}